[1]
Here is C2H2FOPTl as an isolated structure in a non-equilibrium geometry from the OMol25 dataset. Energies are from the ωB97M-V functional and the def2-TZVPD basis.

XYZ file:
```
8
Properties=species:S:1:pos:R:3:forces:R:3:mulliken_charge:R:1
O 0.685290 0.233111 0.965005 -0.27 0.16 -0.58 -0.405
C -0.422515 -0.549873 0.822210 -1.88 -1.45 0.88 -0.029
C -0.623603 -1.296898 -0.383316 2.34 0.20 -2.82 -0.075
H -1.504953 -0.104495 0.515495 1.36 0.44 1.05 0.197
H -0.638448 -1.227474 1.682671 0.31 0.73 0.08 0.270
F -0.961072 -2.554450 -0.232692 -0.91 -0.34 1.05 -0.204
Tl 1.031703 -1.709152 -2.446598 0.13 0.56 0.72 0.396
P 2.149694 -0.176463 0.100143 -1.08 -0.31 -0.37 -0.151
```
Positions in Å, forces in eV/Å.

## Properties
- largest force on an atom (eV/A) = 3.7
- total charge = 0
- total energy (Ha) = -766.1430
- HOMO-LUMO gap (alpha / beta) (eV) = 6.55 / 5.80
- 2S+1 = 2
- LUMO level (alpha / beta) (eV) = -0.506 / -0.828
- ⟨S²⟩ = 0.77
- energy above the lowest of the compared OMol25 structures with the same formula, charge and spin (kcal per mole) = 0.00
- molar mass (g/mol) = 296.39

=====

[2]
Here is a 2-piece molecular cluster, C2H2FOS overall in a non-equilibrium geometry from the OMol25 dataset. Energies are from the ωB97M-V functional and the def2-TZVPD basis.

XYZ file:
```
7
Properties=species:S:1:pos:R:3:forces:R:3:mulliken_charge:R:1
C -1.345311 0.402046 -0.709177 2.03 -0.56 -1.21 0.190
C 0.906676 -0.285350 0.435446 -1.48 0.56 -0.80 -0.436
O -1.167561 0.466695 -1.878206 0.04 -0.03 0.91 -0.315
F 1.992818 -0.404605 -0.457322 0.40 -0.08 -0.24 -0.328
S -2.330708 0.509320 0.537229 -0.91 0.17 1.08 -0.404
H 0.812650 -1.235510 0.965730 -0.06 -0.04 0.11 0.150
H 1.131437 0.547403 1.106300 -0.01 -0.01 0.15 0.143
```
Positions in Å, forces in eV/Å.

## Properties
- largest force on an atom (eV/A) = 2.4
- total charge = -1
- total energy (Ha) = -650.6688
- HOMO-LUMO gap (alpha / beta) (eV) = 5.70 / 5.70
- 2S+1 = 1
- LUMO level (alpha / beta) (eV) = 3.620 / 3.620
- energy above the lowest of the compared OMol25 structures with the same formula, charge and spin (kcal per mole) = 47.52
- molar mass (g/mol) = 93.10

=====

[3]
Here is C2H2FOTl as an isolated structure in a non-equilibrium geometry from the OMol25 dataset. Energies are from the ωB97M-V functional and the def2-TZVPD basis.

XYZ file:
```
7
Properties=species:S:1:pos:R:3:forces:R:3:mulliken_charge:R:1
H 1.502355 1.030616 1.197154 -0.28 0.22 0.26 0.370
C 1.578158 0.480833 0.255675 0.47 2.12 -0.05 0.000
C 1.896194 -0.870049 0.335025 -0.85 -5.59 0.10 0.699
O 1.817892 -2.000081 0.364325 0.84 2.88 0.00 0.226
Tl -2.587803 1.149620 -0.391697 -7.97 2.92 -1.32 1.408
F -0.954435 0.506770 -0.117247 7.98 -2.73 1.32 -0.068
H 1.727549 0.973103 -0.708658 -0.19 0.19 -0.30 0.365
```
Positions in Å, forces in eV/Å.

## Properties
- largest force on an atom (eV/A) = 8.6
- total charge = +3
- total energy (Ha) = -423.3355
- HOMO-LUMO gap (alpha / beta) (eV) = 4.52 / 10.58
- 2S+1 = 2
- LUMO level (alpha / beta) (eV) = -21.055 / -19.811
- ⟨S²⟩ = 0.76
- energy above the lowest of the compared OMol25 structures with the same formula, charge and spin (kcal per mole) = 0.00
- molar mass (g/mol) = 265.42

=====

[4]
Here is one molecule with the formula C2H2FP in a non-equilibrium geometry from the OMol25 dataset. Energies are from the ωB97M-V functional and the def2-TZVPD basis.

XYZ file:
```
6
Properties=species:S:1:pos:R:3:forces:R:3:mulliken_charge:R:1
C -0.015957 0.512061 0.770230 -1.97 -3.29 -2.28 -0.245
C 0.175274 -0.302721 -0.524079 -1.26 0.96 1.70 -0.160
F 0.051090 0.208118 -1.850588 -0.40 -0.11 2.01 -0.266
P -1.293019 -0.616349 0.822461 2.34 1.51 -1.65 0.007
H 0.234323 1.334272 1.381464 0.86 0.89 0.05 0.370
H 0.848289 -1.135381 -0.599488 0.43 0.04 0.18 0.293
```
Positions in Å, forces in eV/Å.

## Properties
- largest force on an atom (eV/A) = 4.5
- total charge = 0
- total energy (Ha) = -518.5196
- HOMO-LUMO gap (eV) = 9.13
- 2S+1 = 1
- SMILES = F[C@H]1C=P1
- LUMO level (eV) = -0.344
- energy above the lowest of the compared OMol25 structures with the same formula, charge and spin (kcal per mole) = 43.21
- molar mass (g/mol) = 76.01

=====

[5]
Here is one molecule with the formula C2H2I2S2 in a non-equilibrium geometry from the OMol25 dataset. Energies are from the ωB97M-V functional and the def2-TZVPD basis.

XYZ file:
```
8
Properties=species:S:1:pos:R:3:forces:R:3:mulliken_charge:R:1
C 0.743352 0.647314 0.781654 -1.91 -2.07 -2.96 0.164
C -0.624638 -0.247194 0.144179 2.42 1.12 0.39 -0.738
S 0.834570 1.408373 2.132894 -0.13 0.39 0.87 -0.171
S -1.376633 0.417255 -1.379452 -1.31 0.63 2.68 -0.042
I 2.373050 0.511046 -0.695571 -0.67 0.16 0.63 0.096
I -0.004562 -2.314325 0.296090 -0.07 0.24 -0.47 0.156
H -1.422148 -0.313670 0.834895 -0.53 0.74 1.09 0.419
H -0.522994 -0.108799 -2.114686 2.21 -1.21 -2.22 0.116
```
Positions in Å, forces in eV/Å.

## Properties
- largest force on an atom (eV/A) = 4.1
- total charge = 0
- total energy (Ha) = -1469.1031
- HOMO-LUMO gap (eV) = 8.20
- 2S+1 = 1
- SMILES = S=C(I)[C@@H](S)I
- LUMO level (eV) = -0.828
- energy above the lowest of the compared OMol25 structures with the same formula, charge and spin (kcal per mole) = 15.17
- molar mass (g/mol) = 343.98

=====

[6]
Here is a 2-piece molecular cluster, C2H2IN3 overall in a non-equilibrium geometry from the OMol25 dataset. Energies are from the ωB97M-V functional and the def2-TZVPD basis.

XYZ file:
```
8
Properties=species:S:1:pos:R:3:forces:R:3:mulliken_charge:R:1
C -2.535989 -1.197016 0.378941 -1.66 0.74 0.55 0.556
C -0.190394 1.628481 0.036466 0.38 0.06 0.40 -0.133
N -3.662579 -0.781790 0.661062 0.31 0.39 0.03 -0.575
N -0.637647 1.608411 -1.036530 -2.31 -0.59 -1.90 -0.190
N -1.582533 -1.882817 0.114987 0.96 -0.21 -0.65 -0.447
I -4.545771 1.058678 0.341590 0.77 -0.96 -0.08 0.167
H -1.394694 1.428763 -1.760016 1.90 0.51 1.51 0.324
H -0.652423 -1.811954 0.508060 -0.35 0.07 0.14 0.298
```
Positions in Å, forces in eV/Å.

## Properties
- largest force on an atom (eV/A) = 3.1
- total charge = 0
- total energy (Ha) = -539.2713
- HOMO-LUMO gap (eV) = 8.57
- 2S+1 = 1
- LUMO level (eV) = -0.981
- energy above the lowest of the compared OMol25 structures with the same formula, charge and spin (kcal per mole) = 55.58
- molar mass (g/mol) = 194.96

=====

[7]
Here is C2H2INO2 as an isolated structure in a non-equilibrium geometry from the OMol25 dataset. Energies are from the ωB97M-V functional and the def2-TZVPD basis.

XYZ file:
```
8
Properties=species:S:1:pos:R:3:forces:R:3:mulliken_charge:R:1
C -0.809534 0.839195 -0.683954 0.15 0.50 -2.31 -0.420
C -0.051609 0.177250 0.122402 0.27 1.10 3.74 -0.068
N 0.604260 -1.051471 0.009640 2.03 -3.00 -0.60 0.850
O 0.824644 -1.490675 -1.117291 -0.72 0.96 -0.23 -0.522
O 0.977041 -1.653654 0.993455 -0.47 0.47 0.26 -0.481
I 0.515549 0.818138 2.790067 -0.80 -0.32 -2.76 0.076
H -1.186464 1.774727 -0.300889 -0.36 0.08 -0.23 0.282
H -0.873887 0.586490 -1.813429 -0.11 0.22 2.13 0.283
```
Positions in Å, forces in eV/Å.

## Properties
- largest force on an atom (eV/A) = 3.9
- total charge = 0
- total energy (Ha) = -580.1231
- HOMO-LUMO gap (alpha / beta) (eV) = 7.28 / 7.16
- 2S+1 = 1
- LUMO level (alpha / beta) (eV) = -2.493 / -2.570
- energy above the lowest of the compared OMol25 structures with the same formula, charge and spin (kcal per mole) = 142.00
- molar mass (g/mol) = 198.95

=====

[8]
Here is one molecule with the formula C2H2INO2S in a non-equilibrium geometry from the OMol25 dataset. Energies are from the ωB97M-V functional and the def2-TZVPD basis.

XYZ file:
```
9
Properties=species:S:1:pos:R:3:forces:R:3:mulliken_charge:R:1
C -0.061154 0.438757 0.889349 0.91 -0.58 0.62 0.616
C -0.077528 -0.848719 1.251577 -2.07 0.93 1.52 -0.630
N 0.196567 1.635717 0.732927 -0.06 -1.40 1.01 -0.537
O -1.280329 -0.425778 -1.306900 0.34 0.44 -1.04 -0.335
O 1.177383 -0.664682 -1.512507 -2.74 1.58 -1.42 -0.399
S -0.086923 -0.045227 -2.031603 2.11 -2.82 1.16 0.563
I 0.303044 2.696413 -0.989681 -0.27 0.65 -0.14 0.218
H -0.950410 -1.309180 1.867577 1.48 1.07 -1.58 0.220
H 0.779350 -1.477301 1.099261 0.31 0.12 -0.13 0.283
```
Positions in Å, forces in eV/Å.

## Properties
- largest force on an atom (eV/A) = 3.7
- total charge = 0
- total energy (Ha) = -978.4123
- HOMO-LUMO gap (alpha / beta) (eV) = 7.38 / 7.38
- 2S+1 = 1
- LUMO level (alpha / beta) (eV) = -1.308 / -1.307
- energy above the lowest of the compared OMol25 structures with the same formula, charge and spin (kcal per mole) = 38.04
- molar mass (g/mol) = 231.01

=====

[9]
Here is one molecule with the formula C2H2INOS2 in a non-equilibrium geometry from the OMol25 dataset. Energies are from the ωB97M-V functional and the def2-TZVPD basis.

XYZ file:
```
9
Properties=species:S:1:pos:R:3:forces:R:3:mulliken_charge:R:1
C 0.457243 -0.271310 0.583151 0.75 0.90 0.53 0.046
C -1.938024 0.158315 0.285241 -0.27 2.44 -0.52 -0.224
N -0.692484 -0.236058 0.145386 1.21 -1.08 -0.31 -0.111
O 3.022845 -0.674568 0.139596 1.17 0.22 0.31 -0.455
S -2.318767 1.762214 0.352340 -0.09 -0.76 0.22 -0.229
S 1.815515 -0.937701 -0.605351 -1.55 0.19 0.51 0.291
I 1.481869 0.651485 -2.510961 0.00 -0.10 0.45 0.019
H 0.809350 0.129239 1.618676 -0.30 -0.96 -1.60 0.341
H -2.637546 -0.581616 -0.008080 -0.92 -0.84 0.40 0.323
```
Positions in Å, forces in eV/Å.

## Properties
- largest force on an atom (eV/A) = 2.5
- total charge = 0
- total energy (Ha) = -1301.3826
- HOMO-LUMO gap (eV) = 7.51
- 2S+1 = 1
- LUMO level (eV) = -1.605
- energy above the lowest of the compared OMol25 structures with the same formula, charge and spin (kcal per mole) = 10.51
- molar mass (g/mol) = 247.08

=====

[10]
Here is one molecule with the formula C2H2INOS2 in a non-equilibrium geometry from the OMol25 dataset. Energies are from the ωB97M-V functional and the def2-TZVPD basis.

XYZ file:
```
9
Properties=species:S:1:pos:R:3:forces:R:3:mulliken_charge:R:1
C 0.483255 0.797887 -0.463150 -0.37 0.18 0.05 -0.063
C -1.366077 -0.263776 0.373540 -0.95 -0.11 0.13 0.174
N -0.774220 0.765073 -0.327870 0.22 0.60 -0.52 -0.491
O -0.626730 -1.392094 0.734976 0.25 0.03 0.83 -0.340
S -1.768792 -1.781486 -0.461423 -0.52 -0.25 -0.60 -0.078
S 1.544035 -0.365611 0.253970 0.97 -0.67 0.24 0.042
I 3.698758 0.558233 -0.156129 0.07 0.24 -0.11 -0.048
H 0.925826 1.597457 -1.034103 0.20 0.20 -0.14 0.397
H -2.116053 0.084319 1.080188 0.13 -0.23 0.13 0.407
```
Positions in Å, forces in eV/Å.

## Properties
- largest force on an atom (eV/A) = 1.2
- total charge = 0
- total energy (Ha) = -1301.3985
- HOMO-LUMO gap (eV) = 8.33
- 2S+1 = 1
- SMILES = IS/C=N\[C@@H]1OS1
- LUMO level (eV) = -0.642
- energy above the lowest of the compared OMol25 structures with the same formula, charge and spin (kcal per mole) = 0.50
- molar mass (g/mol) = 247.08

=====

> Among the records above, which one has the lowest molar mass?

C2H2FP